Entry 1:
ORCA calculation (ωB97M-V/def2-TZVPD) on C26H20N6O7 in the gas phase.

- HOMO energy (eV) = -8.57
- DFT total energy (eV) = -50556.4026
- charge = 0
- multiplicity = 1
- orbital gap (eV) = 7.699
- SMILES string = O=C(Nc1ccc(Oc2ccc(NC(=O)Nc3ccc([N+](=O)[O-])cc3)cc2)cc1)Nc1ccc([N+](=O)[O-])cc1

Structure (XYZ):
```
59
Properties=species:S:1:pos:R:3:forces:R:3
O -6.734 -1.084 0.367 -0.3 -0.1 0.0
C -5.605 -0.702 0.170 0.0 0.2 0.1
N -4.591 -1.526 -0.226 0.0 -0.5 0.1
C -3.422 -1.139 -0.911 0.3 0.0 -0.5
C -2.196 -1.701 -0.572 -0.3 0.1 -0.1
C -1.046 -1.293 -1.218 0.2 0.1 -0.3
C -1.111 -0.341 -2.230 -0.4 -0.2 0.3
O 0.007 0.019 -2.942 0.0 0.0 -0.2
C 1.128 0.364 -2.227 0.4 0.2 0.3
C 1.066 1.300 -1.199 -0.2 -0.1 -0.3
C 2.218 1.694 -0.548 0.3 -0.1 -0.1
C 3.442 1.134 -0.897 -0.3 0.0 -0.5
N 4.614 1.505 -0.208 0.0 0.5 0.1
C 5.618 0.666 0.180 0.0 -0.2 0.1
O 6.752 1.031 0.379 0.3 0.1 0.0
N 5.249 -0.673 0.319 0.5 -0.1 -0.1
C 4.025 -1.164 0.723 -0.6 -0.3 0.4
C 3.159 -0.394 1.510 0.2 -0.3 0.0
C 1.922 -0.875 1.863 -0.3 -0.3 0.0
C 1.529 -2.142 1.437 1.3 0.5 -0.3
N 0.223 -2.618 1.746 -0.7 -0.3 0.1
O -0.112 -3.705 1.313 -0.1 -0.2 -0.1
O -0.507 -1.902 2.408 -0.2 0.0 0.2
C 2.402 -2.944 0.703 -0.4 0.0 0.2
C 3.643 -2.462 0.359 0.1 0.3 0.1
C 3.503 0.213 -1.938 0.0 0.3 0.1
C 2.355 -0.169 -2.602 -0.4 0.0 0.0
C -2.340 0.195 -2.595 0.4 0.0 0.0
C -3.487 -0.201 -1.937 0.0 -0.3 0.1
N -5.255 0.640 0.318 -0.5 0.1 -0.1
C -4.036 1.147 0.721 0.6 0.3 0.4
C -3.155 0.385 1.498 -0.2 0.3 0.0
C -1.924 0.882 1.848 0.3 0.3 0.0
C -1.552 2.157 1.428 -1.3 -0.5 -0.3
N -0.250 2.650 1.732 0.7 0.3 0.1
O 0.063 3.749 1.314 0.1 0.2 -0.1
O 0.499 1.935 2.374 0.2 0.0 0.2
C -2.441 2.951 0.704 0.4 0.0 0.2
C -3.676 2.453 0.364 -0.1 -0.3 0.1
H -4.784 -2.514 -0.150 -0.1 0.2 0.0
H -2.148 -2.458 0.195 0.0 -0.1 0.2
H -0.087 -1.720 -0.960 0.1 -0.1 0.0
H 0.109 1.724 -0.934 -0.1 0.1 0.0
H 2.173 2.437 0.233 0.0 0.1 0.2
H 4.820 2.491 -0.128 0.1 -0.2 0.0
H 6.014 -1.328 0.239 0.0 0.2 0.1
H 3.467 0.578 1.857 0.0 0.1 0.0
H 1.258 -0.270 2.461 0.0 0.0 0.0
H 2.084 -3.931 0.405 0.0 0.0 0.0
H 4.324 -3.075 -0.212 0.0 -0.1 -0.1
H 4.456 -0.200 -2.231 0.1 0.0 0.0
H 2.395 -0.872 -3.419 0.0 -0.1 -0.1
H -2.383 0.910 -3.402 0.0 0.1 -0.1
H -4.441 0.213 -2.223 -0.1 0.0 0.0
H -6.030 1.284 0.247 0.0 -0.2 0.1
H -3.446 -0.594 1.841 0.0 -0.1 0.0
H -1.248 0.284 2.440 0.0 0.0 0.0
H -2.139 3.945 0.411 0.0 0.0 0.0
H -4.369 3.059 -0.199 -0.1 0.1 -0.1
```
Positions in Å, forces in eV/Å.



Entry 2:
ORCA calculation (ωB97M-V/def2-TZVPD) on a gas-phase ion, C4H9N2S (charge +1).

- HOMO energy (alpha / beta) (eV) = -13.66 / -13.31
- DFT total energy (eV) = -18096.6677
- charge = +1
- multiplicity = 1
- orbital gap (alpha / beta) (eV) = 8.714 / 7.984
- energy relative to the best compared isomer or geometry (same formula, charge and spin) (kcal/mol) = 158.2

Structure (XYZ):
```
16
Properties=species:S:1:pos:R:3:forces:R:3
C 2.889 -0.835 -0.353 -2.5 0.6 1.1
C 2.050 -0.057 0.377 -0.5 1.0 -1.5
C -1.633 1.051 0.425 -5.2 -0.4 -2.3
C 0.721 0.453 -0.328 3.0 0.6 3.0
N -4.272 -0.469 -0.656 2.7 3.3 1.1
N -0.477 0.280 0.652 3.3 1.6 -0.1
S -2.764 -0.393 -0.066 0.0 0.6 -0.1
H 3.770 -0.999 0.191 1.6 -0.7 -0.2
H 2.595 -1.364 -1.294 0.5 0.7 1.0
H 2.390 0.545 1.281 -0.4 -1.2 -1.1
H -1.749 2.163 0.090 0.7 -2.4 0.8
H 0.625 -0.159 -1.137 -1.0 -1.5 -2.3
H 1.000 1.480 -0.646 -1.3 -0.3 0.5
H -4.420 -1.437 -0.823 -0.1 -1.5 0.0
H -0.029 0.443 1.560 -0.3 0.5 0.3
H -0.696 -0.701 0.727 -0.3 -0.9 -0.4
```
Positions in Å, forces in eV/Å.



Copy entry 1 word for word.
ORCA calculation (ωB97M-V/def2-TZVPD) on C26H20N6O7 in the gas phase.

- HOMO energy (eV) = -8.57
- DFT total energy (eV) = -50556.4026
- charge = 0
- multiplicity = 1
- orbital gap (eV) = 7.699
- SMILES string = O=C(Nc1ccc(Oc2ccc(NC(=O)Nc3ccc([N+](=O)[O-])cc3)cc2)cc1)Nc1ccc([N+](=O)[O-])cc1

Structure (XYZ):
```
59
Properties=species:S:1:pos:R:3:forces:R:3
O -6.734 -1.084 0.367 -0.3 -0.1 0.0
C -5.605 -0.702 0.170 0.0 0.2 0.1
N -4.591 -1.526 -0.226 0.0 -0.5 0.1
C -3.422 -1.139 -0.911 0.3 0.0 -0.5
C -2.196 -1.701 -0.572 -0.3 0.1 -0.1
C -1.046 -1.293 -1.218 0.2 0.1 -0.3
C -1.111 -0.341 -2.230 -0.4 -0.2 0.3
O 0.007 0.019 -2.942 0.0 0.0 -0.2
C 1.128 0.364 -2.227 0.4 0.2 0.3
C 1.066 1.300 -1.199 -0.2 -0.1 -0.3
C 2.218 1.694 -0.548 0.3 -0.1 -0.1
C 3.442 1.134 -0.897 -0.3 0.0 -0.5
N 4.614 1.505 -0.208 0.0 0.5 0.1
C 5.618 0.666 0.180 0.0 -0.2 0.1
O 6.752 1.031 0.379 0.3 0.1 0.0
N 5.249 -0.673 0.319 0.5 -0.1 -0.1
C 4.025 -1.164 0.723 -0.6 -0.3 0.4
C 3.159 -0.394 1.510 0.2 -0.3 0.0
C 1.922 -0.875 1.863 -0.3 -0.3 0.0
C 1.529 -2.142 1.437 1.3 0.5 -0.3
N 0.223 -2.618 1.746 -0.7 -0.3 0.1
O -0.112 -3.705 1.313 -0.1 -0.2 -0.1
O -0.507 -1.902 2.408 -0.2 0.0 0.2
C 2.402 -2.944 0.703 -0.4 0.0 0.2
C 3.643 -2.462 0.359 0.1 0.3 0.1
C 3.503 0.213 -1.938 0.0 0.3 0.1
C 2.355 -0.169 -2.602 -0.4 0.0 0.0
C -2.340 0.195 -2.595 0.4 0.0 0.0
C -3.487 -0.201 -1.937 0.0 -0.3 0.1
N -5.255 0.640 0.318 -0.5 0.1 -0.1
C -4.036 1.147 0.721 0.6 0.3 0.4
C -3.155 0.385 1.498 -0.2 0.3 0.0
C -1.924 0.882 1.848 0.3 0.3 0.0
C -1.552 2.157 1.428 -1.3 -0.5 -0.3
N -0.250 2.650 1.732 0.7 0.3 0.1
O 0.063 3.749 1.314 0.1 0.2 -0.1
O 0.499 1.935 2.374 0.2 0.0 0.2
C -2.441 2.951 0.704 0.4 0.0 0.2
C -3.676 2.453 0.364 -0.1 -0.3 0.1
H -4.784 -2.514 -0.150 -0.1 0.2 0.0
H -2.148 -2.458 0.195 0.0 -0.1 0.2
H -0.087 -1.720 -0.960 0.1 -0.1 0.0
H 0.109 1.724 -0.934 -0.1 0.1 0.0
H 2.173 2.437 0.233 0.0 0.1 0.2
H 4.820 2.491 -0.128 0.1 -0.2 0.0
H 6.014 -1.328 0.239 0.0 0.2 0.1
H 3.467 0.578 1.857 0.0 0.1 0.0
H 1.258 -0.270 2.461 0.0 0.0 0.0
H 2.084 -3.931 0.405 0.0 0.0 0.0
H 4.324 -3.075 -0.212 0.0 -0.1 -0.1
H 4.456 -0.200 -2.231 0.1 0.0 0.0
H 2.395 -0.872 -3.419 0.0 -0.1 -0.1
H -2.383 0.910 -3.402 0.0 0.1 -0.1
H -4.441 0.213 -2.223 -0.1 0.0 0.0
H -6.030 1.284 0.247 0.0 -0.2 0.1
H -3.446 -0.594 1.841 0.0 -0.1 0.0
H -1.248 0.284 2.440 0.0 0.0 0.0
H -2.139 3.945 0.411 0.0 0.0 0.0
H -4.369 3.059 -0.199 -0.1 0.1 -0.1
```
Positions in Å, forces in eV/Å.



- Among the records above, which one has the highest DFT total energy?
  C4H9N2S



- What is the multiplicity in the first record?
  1



- Which formula does entry 2 have?
  C4H9N2S